Run w
{
  "formula": "CH2NO2S",
  "method": "wB97M-V/def2-TZVPD",
  "species": ["C", "N", "O", "O", "S", "H", "H"],
  "positions_angstrom": [[1.0242, 0.1072, 0.0009], [-1.2832, 0.4957, 0.0173], [0.1343, -1.7668, -0.0273], [0.0448, 0.8872, 0.0024], [2.6134, 0.2612, 0.0234], [-0.7332, -1.3603, 0.0232], [-1.8003, 1.3758, -0.0400]],
  "lowdin_charge": [-0.7861, -0.1072, -0.2872, -0.2498, 0.5682, -0.1022, -0.0358],
  "gap_ev": [6.5, 6.5],
  "charge": -1,
  "homo_energy_ev": [-3.0, -3.0]
}


Run x
{
  "formula": "CH2NO2S",
  "method": "wB97M-V/def2-TZVPD",
  "species": ["N", "O", "C", "O", "S", "H", "H"],
  "positions_angstrom": [[0.8688, 0.3375, -1.0093], [-0.3997, 0.6613, -0.3006], [-0.8300, -0.3193, 0.5652], [-0.1841, -1.3329, 0.6402], [-2.2068, 0.0154, 1.4021], [1.3585, -0.5334, -0.6148], [1.3932, 1.1713, -0.6828]],
  "lowdin_charge": [0.0041, -0.2237, -1.2390, -0.1106, 0.4285, 0.0798, 0.0609],
  "smiles": "NOC([O-])=S",
  "gap_ev": 7.2,
  "charge": -1,
  "homo_energy_ev": -3.2
}


Run y
{
  "formula": "CH2NO2S",
  "method": "wB97M-V/def2-TZVPD",
  "species": ["C", "N", "O", "O", "S", "H", "H"],
  "positions_angstrom": [[-0.5417, 0.9122, 1.7066], [0.6741, 0.6878, 1.5773], [-0.5325, -1.7743, -1.4308], [0.8235, 0.2977, -1.6788], [-0.4567, -0.2933, -1.5031], [-0.9802, 0.3062, 0.2200], [1.0136, -0.1363, 1.1088]],
  "lowdin_charge": [-0.1770, -0.1224, -0.6099, -0.5675, 0.5438, -0.0718, 0.0048],
  "gap_ev": 6.9,
  "charge": -1,
  "homo_energy_ev": -2.9
}


Which structure is the least stable? The one labeled run w.


Run w
{
  "formula": "C3H7NOS",
  "method": "wB97M-V/def2-TZVPD",
  "species": ["C", "C", "C", "H", "H", "H", "H", "H", "H", "H", "N", "O", "S"],
  "positions_angstrom": [[1.8728, 1.3412, 0.2892], [0.3024, -1.2326, 0.3906], [-2.7705, 0.7039, -0.1422], [0.6926, 1.6980, 1.0693], [2.1021, 2.0830, -0.9066], [2.8922, 1.1382, 1.2179], [0.3956, -2.3935, 0.1554], [0.0955, -1.2616, 1.5449], [-3.4502, -0.0274, -0.6137], [-2.8799, 1.9698, -0.1786], [-1.5477, 0.4881, 0.1731], [-1.1723, -0.8974, -0.0195], [1.4960, -0.2699, -0.4106]],
  "lowdin_charge": [-0.5538, -0.5343, -0.0654, 0.1370, 0.1384, 0.1078, 0.1166, 0.1119, 0.0730, 0.1404, -0.0698, -0.2945, 0.6930],
  "gap_ev": 9.4,
  "homo_energy_ev": -8.8
}


Run x
{
  "formula": "C3H7NOS",
  "method": "wB97M-V/def2-TZVPD",
  "species": ["C", "C", "O", "N", "C", "S", "H", "H", "H", "H", "H", "H", "H"],
  "positions_angstrom": [[1.6303, -0.3482, -0.1581], [0.3042, -1.0394, -0.1226], [0.1685, -2.2223, 0.0190], [-0.7842, -0.1999, -0.3395], [-0.6188, 1.1951, 0.0109], [-2.3292, -0.8483, -0.2043], [2.4948, -1.0242, 0.0398], [1.6746, 0.0332, -1.2167], [1.7570, 0.5000, 0.5221], [0.1782, 1.7018, -0.5528], [-0.3926, 1.2519, 1.0523], [-1.5678, 1.7770, -0.1833], [-2.5149, -0.7768, 1.1331]],
  "lowdin_charge": [-0.0189, -0.6072, 0.0502, -0.5205, -0.1547, 0.8307, 0.1001, 0.1117, 0.0742, 0.0830, 0.0758, 0.0939, -0.1185],
  "smiles": "CC(=O)N(C)S",
  "gap_ev": 10.1,
  "homo_energy_ev": -9.4
}


Which structure is the least stable? The one labeled run w.


Run w
{
  "formula": "C3H7NOS",
  "method": "wB97M-V/def2-TZVPD",
  "species": ["N", "C", "O", "C", "C", "S", "H", "H", "H", "H", "H", "H", "H"],
  "positions_angstrom": [[-2.6272, 0.2609, 0.5179], [-1.5605, -0.1992, -0.2117], [-1.6813, -1.0025, -1.1075], [-0.2138, 0.3420, 0.2473], [0.9951, -0.3234, -0.3853], [2.5446, 0.3796, 0.2157], [-3.4444, -0.3283, 0.5595], [-2.4336, 0.9554, 1.2166], [-0.1973, 1.4260, 0.1945], [-0.1646, 0.1306, 1.3196], [1.0199, -0.1548, -1.4570], [0.9255, -1.3928, -0.2308], [2.5350, -0.0977, 1.4681]],
  "lowdin_charge": [0.1446, -0.5477, 0.0650, -0.2141, -0.5803, 0.7041, 0.1093, 0.0935, 0.1121, 0.1111, 0.0720, 0.0797, -0.1494],
  "smiles": "NC(=O)CCS",
  "gap_ev": 9.9,
  "homo_energy_ev": -9.2
}


Run x
{
  "formula": "C3H7NOS",
  "method": "wB97M-V/def2-TZVPD",
  "species": ["C", "N", "S", "O", "H", "H", "H", "H", "H", "C", "C", "H", "H"],
  "positions_angstrom": [[2.0458, 1.4593, 0.5042], [0.9604, 0.8365, -0.2652], [-0.6021, 1.3130, -0.1872], [-1.4121, 0.5813, 1.0642], [1.7842, 2.4636, 0.6026], [2.0508, 0.8924, 1.3867], [2.8851, 1.4202, -0.1906], [1.0728, -0.0419, -0.7097], [-1.6103, 1.0442, 1.8529], [-1.7865, -2.9787, -1.3773], [-2.0374, -2.0333, -0.7204], [-1.3856, -3.9117, -1.8030], [-1.9651, -1.0449, -0.1572]],
  "lowdin_charge": [-0.1251, -0.4715, 0.8602, -0.4814, 0.0469, 0.0615, 0.0866, 0.0542, 0.0115, -0.0401, -0.0413, 0.0318, 0.0068],
  "smiles": "CNSO.C#C",
  "gap_ev": 9.6,
  "homo_energy_ev": -8.8
}


Run y
{
  "formula": "C3H7NOS",
  "method": "wB97M-V/def2-TZVPD",
  "species": ["C", "C", "S", "O", "H", "H", "H", "H", "H", "H", "C", "N", "H"],
  "positions_angstrom": [[1.4433, -2.0338, -0.8360], [0.5877, -1.1315, 0.0427], [1.5461, 0.4289, 0.3978], [0.3216, 1.1365, 1.2818], [1.2243, -3.0472, -0.6890], [1.5085, -1.7856, -1.8112], [2.4968, -1.8028, -0.4102], [0.3315, -1.6599, 0.9432], [-0.3774, -0.7803, -0.4138], [-0.4190, 1.1342, 0.6918], [-2.8572, 3.2387, 0.2902], [-2.4472, 2.4218, -0.4139], [-3.3590, 3.8809, 0.9267]],
  "lowdin_charge": [-0.1618, -0.5023, 0.8318, -0.4956, 0.0521, 0.0248, 0.0866, 0.0668, 0.0817, -0.0382, -0.0471, 0.0674, 0.0338],
  "smiles": "CCSO.C#N",
  "gap_ev": 9.3,
  "homo_energy_ev": -8.4
}


Which structure is the least stable? The one labeled run x.


Run w
{
  "formula": "C3H5NO3",
  "method": "wB97M-V/def2-TZVPD",
  "species": ["C", "C", "C", "N", "O", "O", "O", "H", "H", "H", "H", "H"],
  "positions_angstrom": [[-0.5897, 1.0419, -1.5419], [0.5702, 0.3782, -1.1082], [0.0278, -0.4453, 0.8401], [-1.5977, 1.5418, -1.8491], [-1.2827, -0.1476, 0.8899], [0.2358, -1.7764, 0.6837], [0.7331, 0.3156, 1.6522], [0.7464, -0.4880, -1.5522], [1.3670, 0.9811, -0.9180], [-1.7711, -0.7748, 0.4560], [1.1282, -1.9727, 0.8785], [0.4328, 1.3463, 1.5690]],
  "lowdin_charge": [-0.3209, -0.0437, -0.5824, 0.1161, 0.1234, 0.1415, 0.0817, 0.0199, 0.0399, 0.0808, 0.1079, 0.2357],
  "gap_ev": 8.7,
  "homo_energy_ev": -8.5
}


Run x
{
  "formula": "C3H5NO3",
  "method": "wB97M-V/def2-TZVPD",
  "species": ["N", "C", "O", "C", "O", "C", "O", "H", "H", "H", "H", "H"],
  "positions_angstrom": [[-1.3758, -0.9327, 0.0372], [-0.6501, -0.2880, 0.9858], [-0.6192, -0.6147, 2.1575], [0.1323, 0.9405, 0.4989], [1.3729, 0.5740, -0.1357], [1.3315, 0.0801, -1.3693], [0.3430, -0.1041, -2.0383], [-1.2254, -0.7279, -0.9416], [-1.7873, -1.8162, 0.2984], [-0.4598, 1.5721, -0.1713], [0.4325, 1.4984, 1.3843], [2.3531, -0.1444, -1.7032]],
  "lowdin_charge": [0.1758, -0.5108, 0.0596, -0.0656, -0.0001, -0.3282, 0.0551, 0.0782, 0.1167, 0.1346, 0.1332, 0.1515],
  "smiles": "NC(=O)COC=O",
  "gap_ev": 10.9,
  "homo_energy_ev": -10.1
}


Run y
{
  "formula": "C3H5NO3",
  "method": "wB97M-V/def2-TZVPD",
  "species": ["C", "N", "C", "C", "O", "O", "O", "H", "H", "H", "H", "H"],
  "positions_angstrom": [[-0.7813, -0.1701, 0.1121], [-1.1101, -0.5054, 1.3595], [0.3411, 1.3280, -0.9649], [0.3815, -0.6562, -0.5494], [-1.2703, 0.9069, -0.4288], [1.3118, -1.3660, 0.2192], [0.9856, 2.0740, -0.2962], [2.0198, -0.7538, 0.4607], [-0.6113, -1.2567, 1.8094], [-1.7289, 0.0837, 1.8925], [0.2090, 1.3232, -2.0466], [0.2531, -1.0074, -1.5674]],
  "lowdin_charge": [-0.4603, 0.2256, -0.2357, -0.1887, 0.0132, -0.0222, 0.0520, 0.1039, 0.1203, 0.1278, 0.1331, 0.1309],
  "gap_ev": 9.1,
  "homo_energy_ev": -8.3
}


Which structure is the least stable? The one labeled run w.